--- one ---
Density functional theory data (wB97M-V/def2-TZVPD) for 2 unconnected molecules or ions with the total composition C3H10OS2.

The calculation puts the LUMO energy at 0.5 eV. The total charge is 0. The calculation puts the highest occupied orbital energy at -8.92 eV. The molar mass is 126.2 g mol⁻¹. The SMILES is CCO.CSS. The value obtained for the HOMO-LUMO gap is 9.378 eV.

Each atom is followed by the atoms it is bonded to, with distances in Å.
Atoms and positions in Å:
1 H -0.818 1.647 2.550  C4 1.087
2 S 2.002 1.478 1.412  H11 1.346, S13 2.055
3 H -1.697 2.982 1.682  C4 1.089
4 C -0.744 2.614 2.059  H1 1.087, H3 1.089, H5 1.093, S13 1.821
5 H -0.305 3.368 2.719  C4 1.093
6 C 0.396 -1.576 -2.233  H9 1.092, H14 1.077, C15 1.519, H16 1.086
7 O -0.458 -2.423 -0.052  H12 0.968, C15 1.438
8 H -1.584 -1.482 -1.409  C15 1.088
9 H 0.607 -2.638 -2.380  C6 1.092
10 H -0.445 -0.409 -0.621  C15 1.093
11 H 1.491 0.297 1.806  S2 1.346
12 H 0.489 -2.517 0.124  O7 0.968
13 S 0.338 2.381 0.613  S2 2.055, C4 1.821
14 H -0.069 -1.228 -3.139  C6 1.077
15 C -0.556 -1.403 -1.061  C6 1.519, O7 1.438, H8 1.088, H10 1.093
16 H 1.353 -1.090 -2.071  C6 1.086

Here are the Löwdin charges for atoms 1 to 6, given in e:
1. H 0.0226
2. S 0.2843
3. H 0.0291
4. C -0.4682
5. H 0.0300
6. C -0.0849

--- two ---
Density functional theory data (wB97M-V/def2-TZVPD) for 2 unconnected molecules or ions with the total composition C3H10OS2.

The calculation puts the LUMO energy at -0.8 eV. The total charge is 0. The calculation puts the highest occupied orbital energy at -8.80 eV. The molar mass is 126.2 g mol⁻¹. The SMILES is CCSSC.O. The value obtained for the HOMO-LUMO gap is 7.967 eV.

Each atom is followed by the atoms it is bonded to, with distances in Å.
Atoms and positions in Å:
1 H 0.530 2.155 -1.358  C7 1.083
2 H 1.771 -0.555 -0.215  C11 1.066
3 H -3.162 -2.113 -1.949  O12 0.963
4 H 1.325 1.694 0.240  C7 1.088
5 S -0.947 0.774 -0.546  C7 1.909, S16 2.479
6 H 0.427 1.714 2.149  C10 1.095
7 C 0.860 1.370 -0.689  H1 1.083, H4 1.088, S5 1.909, C11 1.540
8 H 0.864 0.248 2.889  C10 1.103
9 H 2.634 0.272 -1.479  C11 1.097
10 C 0.020 0.719 2.359  H6 1.095, H8 1.103, H13 1.105, S16 1.745
11 C 1.641 0.092 -1.051  H2 1.066, C7 1.540, H9 1.097, H14 1.088
12 O -3.302 -2.906 -1.423  H3 0.963, H15 0.966
13 H -0.965 0.950 2.803  C10 1.105
14 H 1.089 -0.477 -1.796  C11 1.088
15 H -2.411 -3.264 -1.315  O12 0.966
16 S -0.373 -0.674 1.382  S5 2.479, C10 1.745

Here are the Löwdin charges for atoms 1 to 6, given in e:
1. H 0.0352
2. H 0.0103
3. H 0.0266
4. H 0.0453
5. S 0.5150
6. H 0.0418

--- three ---
Density functional theory data (wB97M-V/def2-TZVPD) for 2 unconnected molecules or ions with the total composition C3H10OS2.

The calculation puts the LUMO energy at -1.5 eV. The total charge is 0. The calculation puts the highest occupied orbital energy at -9.26 eV. The molar mass is 126.2 g mol⁻¹. The SMILES is CCSSC.O. The value obtained for the HOMO-LUMO gap is 7.715 eV.

Each atom is followed by the atoms it is bonded to, with distances in Å.
Atoms and positions in Å:
1 H 0.604 -1.394 2.458  C9 1.136
2 S 0.562 -0.611 -1.314  C5 1.796, S16 2.549
3 H 1.951 -0.164 0.525  C5 1.109
4 H -1.379 1.228 -0.756  C12 1.157
5 C 0.893 -0.486 0.446  S2 1.796, H3 1.109, C9 1.527, H13 1.189
6 H -2.899 0.824 -0.009  C12 1.158
7 H -1.494 0.543 0.990  C12 1.109
8 H 1.521 1.759 -2.046  O14 1.012
9 C 0.692 -1.690 1.365  H1 1.136, C5 1.527, H11 1.078, H15 1.150
10 H 0.115 2.292 -2.307  O14 0.948
11 H -0.115 -2.404 1.364  C9 1.078
12 C -1.818 0.411 -0.063  H4 1.157, H6 1.158, H7 1.109, S16 1.746
13 H 0.534 0.531 0.947  C5 1.189
14 O 0.990 2.615 -2.142  H8 1.012, H10 0.948
15 H 1.691 -2.253 1.277  C9 1.150
16 S -1.849 -1.201 -0.734  S2 2.549, C12 1.746

Here are the Löwdin charges for atoms 1 to 6, given in e:
1. H 0.0879
2. S 0.6145
3. H 0.0674
4. H 0.0417
5. C -0.7363
6. H 0.0575

--- four ---
Density functional theory data (wB97M-V/def2-TZVPD) for 2 unconnected molecules or ions with the total composition C3H10OS2.

The calculation puts the LUMO energy at -0.7 eV. The total charge is 0. The calculation puts the highest occupied orbital energy at -9.27 eV. The molar mass is 126.2 g mol⁻¹. The SMILES is CCSSC.O. The value obtained for the HOMO-LUMO gap is 8.588 eV.

Each atom is followed by the atoms it is bonded to, with distances in Å.
Atoms and positions in Å:
1 S -1.009 0.051 -1.271  C11 1.810, S15 2.357
2 H -1.150 1.480 2.586  O6 0.965
3 H 1.330 -2.440 -1.144  C10 1.091
4 H 1.131 -1.113 -2.248  C10 1.091
5 H 2.789 -1.652 -1.894  C10 1.090
6 O -0.492 1.460 3.292  H2 0.965, H16 0.967
7 H -0.538 1.874 0.179  C11 1.093
8 C 1.668 -0.506 -0.316  C10 1.539, H12 1.092, H13 1.095, S15 1.810
9 H -1.557 2.241 -1.266  C11 1.091
10 C 1.793 -1.510 -1.477  H3 1.091, H4 1.091, H5 1.090, C8 1.539
11 C -1.417 1.588 -0.404  S1 1.810, H7 1.093, H9 1.091, H14 1.087
12 H 1.627 0.528 -0.664  C8 1.092
13 H 2.494 -0.545 0.402  C8 1.095
14 H -2.231 1.483 0.310  C11 1.087
15 S 0.136 -0.827 0.592  S1 2.357, C8 1.810
16 H 0.165 0.889 2.870  O6 0.967

Here are the Löwdin charges for atoms 1 to 6, given in e:
1. S 0.5587
2. H 0.0051
3. H 0.0530
4. H 0.0198
5. H 0.0713
6. O -0.0769

Most stable to least stable, the ends of the list are one and three.

--- one ---
Density functional theory data (wB97M-V/def2-TZVPD) for 2 unconnected molecules or ions with the total composition C3H10OS2.

The calculation puts the LUMO energy at 0.7 eV. The total charge is 0. The calculation puts the highest occupied orbital energy at -7.89 eV. The molar mass is 126.2 g mol⁻¹. The SMILES is CCSSC.O. The value obtained for the HOMO-LUMO gap is 8.566 eV.

Each atom is followed by the atoms it is bonded to, with distances in Å.
Atoms and positions in Å:
1 O 0.739 -2.201 2.383  H11 0.969, H13 0.933
2 H 1.773 1.540 1.434  C8 1.029
3 H 1.089 1.992 -0.110  C8 1.086
4 H -0.919 1.073 -1.468  C16 1.113
5 H 0.835 -0.802 -1.550  C7 1.129
6 H 0.888 3.020 1.270  C8 1.171
7 C -0.200 -0.917 -1.987  H5 1.129, H10 1.003, H12 1.119, C16 1.579
8 C 0.930 1.891 0.960  H2 1.029, H3 1.086, H6 1.171, S15 1.853
9 H -2.313 0.003 -1.685  C16 1.131
10 H -0.214 -0.701 -2.967  C7 1.003
11 H 0.948 -1.270 2.211  O1 0.969
12 H -0.375 -2.017 -1.892  C7 1.119
13 H -0.092 -2.213 2.808  O1 0.933
14 S -1.253 -0.404 0.357  S15 1.931, C16 1.701
15 S -0.580 0.980 1.524  C8 1.853, S14 1.931
16 C -1.255 0.027 -1.288  H4 1.113, C7 1.579, H9 1.131, S14 1.701

Here are the Löwdin charges for atoms 1 to 6, given in e:
1. O -0.0754
2. H -0.0226
3. H 0.0252
4. H 0.0795
5. H 0.0883
6. H 0.0765

--- two ---
Density functional theory data (wB97M-V/def2-TZVPD) for 2 unconnected molecules or ions with the total composition C3H10OS2.

The calculation puts the LUMO energy at 0.5 eV. The total charge is 0. The calculation puts the highest occupied orbital energy at -8.23 eV. The molar mass is 126.2 g mol⁻¹. The SMILES is CCCSS.O. The value obtained for the HOMO-LUMO gap is 8.705 eV.

Each atom is followed by the atoms it is bonded to, with distances in Å.
Atoms and positions in Å:
1 C 0.511 -0.197 1.003  H5 1.121, H8 1.090, C10 1.545, H11 1.150
2 O 5.299 -0.569 -2.715  H9 1.066, H16 1.030
3 H -1.055 0.137 2.697  C10 1.084
4 S -3.503 0.993 -1.670  H6 1.319, S15 2.102
5 H 0.924 0.813 1.263  C1 1.121
6 H -3.273 0.681 -2.931  S4 1.319
7 C -1.914 0.366 0.847  C10 1.518, H13 1.110, H14 1.108, S15 1.825
8 H 1.098 -1.033 1.380  C1 1.090
9 H 4.637 0.254 -2.577  O2 1.066
10 C -0.855 -0.286 1.719  C1 1.545, H3 1.084, C7 1.518, H12 1.114
11 H 0.386 -0.337 -0.132  C1 1.150
12 H -0.929 -1.368 1.974  C10 1.114
13 H -2.955 0.624 1.135  C7 1.110
14 H -1.437 1.284 0.450  C7 1.108
15 S -2.366 -0.486 -0.702  S4 2.102, C7 1.825
16 H 5.431 -0.877 -1.741  O2 1.030

Here are the Löwdin charges for atoms 1 to 6, given in e:
1. C -0.1250
2. O -0.1691
3. H 0.1018
4. S 0.3146
5. H 0.0845
6. H -0.2197

Most stable to least stable, the ends of the list are two and one.

--- one ---
Density functional theory data (wB97M-V/def2-TZVPD) for 2 unconnected molecules or ions with the total composition C3H10OS2.

The calculation puts the LUMO energy at 0.6 eV. The total charge is 0. The calculation puts the highest occupied orbital energy at -8.02 eV. The molar mass is 126.2 g mol⁻¹. The SMILES is CCO.CSS. The value obtained for the HOMO-LUMO gap is 8.618 eV.

Each atom is followed by the atoms it is bonded to, with distances in Å.
Atoms and positions in Å:
1 H -3.271 0.572 0.683  C5 1.084
2 H 1.715 2.464 -2.103  C15 1.085
3 O -2.033 -1.030 0.297  C5 1.425, H16 0.964
4 H -3.188 -1.196 2.617  C7 1.095
5 C -2.387 0.098 1.092  H1 1.084, O3 1.425, C7 1.516, H10 1.091
6 H 2.470 0.949 -2.531  C15 1.093
7 C -2.635 -0.254 2.546  H4 1.095, C5 1.516, H13 1.074, H14 1.100
8 H 1.327 -1.159 -1.829  S11 1.338
9 S 1.402 0.970 -0.363  S11 2.120, C15 1.791
10 H -1.605 0.852 0.990  C5 1.091
11 S 1.413 -1.146 -0.494  H8 1.338, S9 2.120
12 H 0.722 1.100 -2.690  C15 1.075
13 H -1.779 -0.274 3.195  C7 1.074
14 H -3.274 0.517 3.001  C7 1.100
15 C 1.570 1.390 -2.096  H2 1.085, H6 1.093, S9 1.791, H12 1.075
16 H -2.868 -1.414 0.007  O3 0.964

Here are the Löwdin charges for atoms 1 to 6, given in e:
1. H 0.1022
2. H 0.0253
3. O -0.1064
4. H 0.0753
5. C -0.3258
6. H 0.0334

--- two ---
Density functional theory data (wB97M-V/def2-TZVPD) for 2 unconnected molecules or ions with the total composition C3H10OS2.

The calculation puts the LUMO energy at 0.5 eV. The total charge is 0. The calculation puts the highest occupied orbital energy at -9.20 eV. The molar mass is 126.2 g mol⁻¹. The SMILES is CCO.CSS. The value obtained for the HOMO-LUMO gap is 9.734 eV.

Each atom is followed by the atoms it is bonded to, with distances in Å.
Atoms and positions in Å:
1 H -0.688 -1.936 2.359  C7 1.095
2 H -2.134 0.501 -0.989  C8 1.085
3 H 1.620 -3.096 3.200  C16 1.090
4 S -0.529 2.344 -0.719  S6 2.045, C8 1.799
5 H 0.551 -2.227 1.277  C7 1.097
6 S 1.343 2.424 -1.536  S4 2.045, H15 1.338
7 C -0.104 -2.775 1.966  H1 1.095, H5 1.097, O11 1.424, C16 1.506
8 C -1.245 0.881 -1.483  H2 1.085, S4 1.799, H9 1.091, H12 1.094
9 H -0.423 0.168 -1.550  C8 1.091
10 H -1.143 -3.303 0.381  O11 0.944
11 O -0.962 -3.649 1.241  C7 1.424, H10 0.944
12 H -1.530 1.081 -2.521  C8 1.094
13 H 0.155 -3.861 3.823  C16 1.090
14 H 0.987 -4.556 2.443  C16 1.087
15 H 1.010 3.054 -2.668  S6 1.338
16 C 0.706 -3.618 2.915  H3 1.090, C7 1.506, H13 1.090, H14 1.087

Here are the Löwdin charges for atoms 1 to 6, given in e:
1. H 0.1076
2. H 0.0311
3. H 0.0720
4. S 0.3351
5. H 0.1043
6. S 0.3001

Most stable to least stable, the ends of the list are two and one.